# 1
{"formula": "C35H69I2N2O5PS2", "method": "the ωB97M-V functional and the def2-TZVPD basis", "spin_multiplicity": 1, "homo_lumo_gap_ev": 8.47, "mol_weight_g_mol": 946.86, "smiles": "C#C[C@@](CCCCCCCCCCCCCCCC)(NCCCI)[C@@H](OCCCCI)[PH2]=N.O=S1(=O)CCCC1.O=S1(=O)CCCC1", "charge": 0, "e_lumo_ev": 0.33, "species": ["I", "I", "S", "S", "P", "O", "O", "O", "O", "O", "N", "N", "C", "C", "C", "C", "C", "C", "C", "C", "C", "C", "C", "C", "C", "C", "C", "C", "C", "C", "C", "C", "C", "C", "C", "C", "C", "C", "C", "C", "C", "C", "C", "C", "C", "C", "C", "H", "H", "H", "H", "H", "H", "H", "H", "H", "H", "H", "H", "H", "H", "H", "H", "H", "H", "H", "H", "H", "H", "H", "H", "H", "H", "H", "H", "H", "H", "H", "H", "H", "H", "H", "H", "H", "H", "H", "H", "H", "H", "H", "H", "H", "H", "H", "H", "H", "H", "H", "H", "H", "H", "H", "H", "H", "H", "H", "H", "H", "H", "H", "H", "H", "H", "H", "H", "H"], "coordinates": [[5.24171, 6.41253, 3.60280], [-2.24088, 1.52289, -4.92432], [4.16742, -3.64493, 3.02223], [2.09507, -3.47734, -2.80702], [1.57139, 3.23216, -2.51204], [0.95994, -2.59126, -2.72573], [3.31708, -3.21073, -2.09158], [3.34303, -4.11950, 1.93961], [2.97347, 2.71334, -0.17267], [3.80848, -3.86448, 4.39926], [1.14667, 4.75404, -2.65924], [-0.41272, 1.68463, -1.03608], [-4.14985, -0.76895, 1.22676], [-1.52563, -1.11590, 2.72337], [1.56979, -5.15511, -2.44194], [1.66649, 0.30087, -0.91073], [-0.82351, -2.21353, 1.91461], [1.67150, 2.77899, -0.69371], [0.64488, 1.47808, 1.09802], [-7.11396, 1.57042, -0.88086], [6.02041, -1.79519, 2.51602], [1.24614, -1.91047, 0.40451], [0.62343, 1.58838, 2.31153], [1.66652, -5.92885, -3.76330], [-2.86028, -1.52730, 3.33074], [2.20973, -0.72980, 0.09034], [-1.60526, -0.03144, -2.31242], [-5.52082, 3.40975, -0.03823], [2.76109, -5.26209, -4.60717], [6.47854, -3.12324, 1.89937], [-6.29005, -0.80325, -0.22785], [0.87941, 1.50591, -0.34857], [-2.73700, 0.78266, -2.95582], [0.71867, -1.97118, 1.85803], [3.70018, 3.93621, -0.24993], [3.55081, 6.64917, 2.30518], [-3.97340, -1.83472, 2.32170], [3.00210, 5.32701, 1.75372], [-5.44779, 4.93554, -0.14962], [-1.30424, 0.52802, -0.89800], [2.49230, -3.76238, -4.52760], [-5.59944, -0.26496, 1.03995], [4.07326, 4.37371, 1.18909], [5.84028, -4.21831, 2.74870], [4.51102, -1.90262, 2.76460], [-6.23612, 2.78569, -1.25129], [-6.49337, 0.22947, -1.34145], [1.08886, -0.25723, -1.64020], [-3.52609, 0.09227, 1.45760], [2.44428, 4.81318, 2.53343], [6.25112, -0.94921, 1.86987], [2.78856, 7.12130, 2.90826], [-6.17612, -0.61382, 1.89541], [4.20087, -1.34715, 3.64636], [1.61973, -3.48477, -5.11848], [6.32524, -4.29821, 3.72127], [-1.59872, -0.21307, 2.12528], [3.80235, 7.28330, 1.46526], [-7.22064, -1.32086, -0.01296], [5.81764, -5.18935, 2.25967], [-7.32130, 1.58285, 0.18433], [6.53988, -1.63516, 3.46329], [-0.70454, 0.15740, -2.88447], [-6.02393, 3.16387, 0.89506], [5.03949, 4.85741, 1.09628], [-3.60092, 0.15095, -3.10595], [0.55427, -5.13199, -2.05479], [-5.62902, -1.56974, -0.63503], [-4.48931, 3.06343, 0.04004], [2.61859, -0.28555, 0.99298], [0.72909, 1.61443, 3.35637], [4.61705, 3.80483, -0.82144], [6.12160, -3.19474, 0.86931], [-0.89016, -0.26163, -0.27806], [-8.05540, 1.71840, -1.40461], [1.02094, -1.13327, 2.47633], [-3.78667, -1.19822, 0.29512], [-2.26422, 0.82895, -0.48280], [3.93868, -1.57689, 1.90027], [1.14731, 3.59146, -0.17553], [3.74258, -5.48783, -4.18435], [-3.20893, -0.67626, 3.92536], [-1.81116, -1.09747, -2.29769], [3.34682, -3.15214, -4.81071], [-0.86548, -0.86029, 3.55278], [1.81905, -2.82281, 0.25859], [2.83933, 3.06849, -3.12518], [2.74933, -5.61460, -5.63742], [3.13817, 4.74048, -0.71920], [-5.46452, 2.51362, -1.96979], [4.13177, 3.48053, 1.79522], [1.14557, -2.85907, 2.31554], [-4.95842, 5.23352, -1.07169], [2.24451, -5.55713, -1.68821], [-1.20984, -2.27057, 0.89821], [-6.45460, 5.34228, -0.08605], [-4.88261, 5.36895, 0.67414], [-0.86263, 2.50610, -0.65255], [-6.82006, 3.57565, -1.71883], [-5.55555, 0.44690, -1.84602], [-2.74031, -2.33580, 4.04732], [3.05321, -1.20122, -0.41386], [2.26318, 5.61349, 1.00665], [-1.03825, -3.18162, 2.36456], [0.63914, 2.44949, -3.21711], [-7.16381, -0.20596, -2.07940], [-3.74284, -2.78585, 1.83675], [0.71386, -5.87246, -4.29395], [0.99196, 5.17105, -1.75122], [2.52811, 0.67736, -1.45893], [-5.60421, 0.81863, 1.09878], [0.45846, -1.95428, -0.33703], [7.56415, -3.21051, 1.88654], [-4.88778, -1.99780, 2.88954], [-2.97249, 1.66381, -2.37624], [1.87924, -6.98183, -3.58508]]}

=====

# 2
{"formula": "C37H78N11O5P2S", "method": "the ωB97M-V functional and the def2-TZVPD basis", "spin_multiplicity": 1, "homo_lumo_gap_ev": 4.96, "mol_weight_g_mol": 851.12, "charge": 1, "e_lumo_ev": -4.37, "species": ["S", "P", "P", "O", "O", "O", "O", "O", "N", "N", "N", "N", "N", "N", "N", "N", "N", "N", "N", "C", "C", "C", "C", "C", "C", "C", "C", "C", "C", "C", "C", "C", "C", "C", "C", "C", "C", "C", "C", "C", "C", "C", "C", "C", "C", "C", "C", "C", "C", "C", "C", "C", "C", "C", "C", "C", "H", "H", "H", "H", "H", "H", "H", "H", "H", "H", "H", "H", "H", "H", "H", "H", "H", "H", "H", "H", "H", "H", "H", "H", "H", "H", "H", "H", "H", "H", "H", "H", "H", "H", "H", "H", "H", "H", "H", "H", "H", "H", "H", "H", "H", "H", "H", "H", "H", "H", "H", "H", "H", "H", "H", "H", "H", "H", "H", "H", "H", "H", "H", "H", "H", "H", "H", "H", "H", "H", "H", "H", "H", "H", "H", "H", "H", "H"], "coordinates": [[8.54131, 0.90510, -0.93004], [-1.18070, -3.39662, 4.92253], [-6.64571, 1.15153, 0.32847], [-0.72415, -2.44076, 3.81349], [0.14635, 1.59986, -0.66237], [7.50608, 2.20975, -4.73759], [2.25587, -1.39148, -3.57708], [-5.22144, 0.62313, 0.17253], [-2.73583, -2.62836, 5.04722], [-1.68085, -4.51115, 6.21216], [4.14863, 2.61419, -1.68593], [-8.33712, 1.60472, 0.60415], [-6.16066, 2.43805, 1.39140], [-6.74073, 1.75430, -1.29615], [5.70549, 1.94581, -0.00840], [6.31624, 4.11555, -4.40684], [1.81855, 1.88996, -2.25041], [6.13168, 1.28971, -2.29673], [-1.30320, -4.72737, 3.80590], [-3.94525, -3.20574, 4.48864], [1.93354, -2.33087, -0.77845], [-1.67451, -0.96333, -1.73993], [-0.54687, -1.55265, -0.99988], [-6.10689, 3.82644, 0.97085], [1.69015, -2.05816, 0.77697], [6.63260, 4.54069, -3.02742], [8.00381, -0.46470, 1.53918], [5.18146, 1.68721, -4.67131], [8.95852, -0.47137, 0.25051], [-2.76077, -1.18459, 4.80447], [5.39356, 1.93175, -1.31611], [6.39804, 2.68311, -4.59233], [0.78371, -1.68464, -1.62052], [-0.47950, -5.15807, 6.80107], [1.49337, 3.47340, -0.09273], [1.10087, 2.23498, -1.01299], [3.18069, 1.47061, -1.91305], [-6.69905, 0.71758, -2.32937], [-9.22186, 0.47909, 0.20548], [-2.40635, -3.93907, 7.36818], [-2.66801, 0.20105, -3.87766], [-0.14175, -0.60379, -3.69063], [-0.02251, -5.18583, 3.26136], [-7.55365, 2.85518, -1.78607], [-8.73957, 1.93274, 1.98942], [0.99049, -1.20871, -3.00233], [3.79221, 0.34719, -2.83044], [-2.19615, -5.87215, 3.88679], [5.05605, 4.69462, -4.91156], [-4.99788, 2.16714, 2.23874], [6.99331, 0.22449, -1.72167], [-1.46720, -0.45489, -3.11092], [2.86597, -0.16924, -4.00316], [2.19560, -3.85000, -1.09515], [5.23490, 0.74037, -3.39070], [1.74252, 2.99699, -3.22356], [-8.35122, 2.89423, 2.31676], [6.39658, -0.33110, -0.94112], [4.18315, 4.57595, -4.20928], [1.31722, -0.99705, 0.83543], [0.94426, -2.79635, 1.16114], [-3.28709, 0.75534, -3.11453], [7.42239, 3.85750, -2.60475], [2.66492, 3.16910, -3.83041], [-0.78671, -1.91424, 0.02490], [-6.33294, 1.12378, -3.27555], [8.78211, -1.47331, -0.23611], [-9.04800, -0.40312, 0.82889], [2.68816, -2.10442, 1.28095], [-7.68859, 0.27976, -2.50792], [-8.62521, 2.62112, -1.80869], [-3.42545, -3.65467, 7.11792], [1.34356, -4.50684, -0.79302], [5.65797, -0.23712, -3.75184], [0.54307, 3.78895, 0.40918], [-1.92926, -6.56967, 4.69055], [3.08856, 0.99998, -0.88483], [-9.05649, 0.18999, -0.83365], [7.12212, 5.55714, -3.07443], [1.46692, 3.99471, -2.77016], [-2.69628, -0.87891, -1.30160], [-2.75934, -0.95167, 3.73249], [-2.17210, -6.43643, 2.94940], [0.10852, -5.67506, 6.04100], [2.16305, 0.58872, -4.42430], [-6.02308, -0.09176, -2.05131], [-0.76313, -5.91162, 7.53783], [-4.98490, 2.83860, 3.10211], [0.92404, 2.75089, -3.96398], [-5.77876, 4.47120, 1.79183], [5.07171, 1.46460, 0.63605], [3.99021, -0.56024, -2.18658], [5.37368, 1.04010, -5.57424], [5.22356, 5.80501, -5.01957], [-3.23813, -5.59661, 4.01203], [-5.42697, 3.97612, 0.12418], [-7.42086, 3.77249, -1.22102], [-5.02819, 1.15182, 2.63543], [4.82039, 4.31657, -5.93908], [-10.27306, 0.76173, 0.28403], [0.47789, -5.89050, 3.93695], [-2.50787, -4.68470, 8.16234], [-3.30313, -0.54533, -4.41257], [0.65687, -4.35010, 3.08945], [8.62069, -0.79902, 2.41311], [1.90146, 4.31251, -0.72083], [-4.05591, 2.29724, 1.69147], [7.71183, 0.59955, 1.74857], [4.18567, 2.16503, -4.84826], [5.73793, 4.65269, -2.35566], [2.25277, 3.14110, 0.66905], [6.54490, 2.34938, 0.40016], [-7.25926, 3.11647, -2.80718], [4.38733, 3.08062, -2.57030], [2.52758, -4.00716, -2.15839], [10.02669, -0.41908, 0.57618], [3.55520, -0.45872, -4.85365], [-8.41715, 1.16437, 2.69686], [-1.88950, -3.06811, 7.77906], [-4.19913, -4.14375, 4.98743], [-0.16321, -5.68280, 2.29815], [0.17141, -4.42293, 7.28367], [0.02435, -0.23601, -4.73272], [-1.90273, -0.69352, 5.26495], [7.34085, -0.53585, -2.45920], [-3.65286, -0.73395, 5.24878], [-2.26035, 0.97675, -4.58835], [-7.10305, 4.20056, 0.72363], [-9.82708, 2.02880, 2.05842], [-3.86705, -3.36292, 3.40693], [3.08103, -4.15655, -0.46016], [2.88802, -1.78236, -1.02760], [7.09169, -1.09728, 1.39576], [-4.80964, -2.56252, 4.67972]]}

=====

# 3
{"formula": "C22H27NO4", "method": "the ωB97M-V functional and the def2-TZVPD basis", "spin_multiplicity": 1, "homo_lumo_gap_ev": 9.00, "mol_weight_g_mol": 369.46, "smiles": "COc1cccc(C(=O)[C@H]2CCCN(Cc3cccc(OCCO)c3)C2)c1", "charge": 0, "e_lumo_ev": 0.38, "species": ["O", "O", "O", "O", "N", "C", "C", "C", "C", "C", "C", "C", "C", "C", "C", "C", "C", "C", "C", "C", "C", "C", "C", "C", "C", "C", "C", "H", "H", "H", "H", "H", "H", "H", "H", "H", "H", "H", "H", "H", "H", "H", "H", "H", "H", "H", "H", "H", "H", "H", "H", "H", "H", "H"], "coordinates": [[-0.89200, -3.20760, -1.07426], [0.05793, 3.80107, 0.86031], [-3.58884, -2.61074, -3.42376], [-2.37226, 1.35865, 4.55086], [2.28321, 0.71264, -1.75253], [-1.22217, 1.99404, 2.50178], [-1.76745, -0.54171, 1.53922], [-0.04167, 2.66230, 0.45631], [-2.18030, -0.18564, 2.80659], [1.82542, 2.80489, -2.91510], [-1.08371, 0.35871, 0.74000], [0.91232, -3.53148, 0.37573], [3.15764, -0.42688, -1.53682], [-2.90311, -3.15350, -2.32667], [2.18021, -3.22962, 0.82303], [0.37445, -2.84422, -0.71371], [-0.79575, 1.63292, 1.22197], [2.39882, -1.54490, -0.87121], [2.88205, 1.76069, -2.55609], [-1.91652, 1.09581, 3.29836], [1.79128, 1.26712, -0.50692], [-1.49389, -2.56950, -2.17583], [2.92404, -2.23324, 0.20925], [-2.15135, 2.64141, 5.08930], [1.16406, 3.36910, -1.66100], [1.12759, -1.86231, -1.33991], [0.62373, 2.20934, -0.82741], [0.31409, -4.29239, 0.85080], [3.71805, 2.24939, -2.02188], [-3.49681, -2.90428, -1.44510], [-1.08288, 2.85675, 5.18759], [2.57649, 1.83279, 0.02763], [0.35488, 4.05017, -1.92919], [2.29031, 3.60603, -3.49175], [-2.60912, 2.62812, 6.07706], [-2.71405, -0.87792, 3.43819], [0.74970, -1.30575, -2.18254], [1.88848, 3.93130, -1.06873], [2.59126, -3.76573, 1.66522], [3.51120, -0.76242, -2.51825], [3.91033, -1.99035, 0.57605], [4.04384, -0.16440, -0.93163], [1.06569, 2.33125, -3.54000], [-1.56492, -1.48501, -2.01779], [-1.97734, -1.53327, 1.16694], [-2.82890, -4.24682, -2.39873], [-0.98544, 2.99183, 2.83678], [-0.78464, 0.05572, -0.24919], [3.28128, 1.31267, -3.47020], [1.46584, 0.45142, 0.14060], [-0.91294, -2.75369, -3.09323], [-0.10334, 1.65616, -1.42836], [-3.12560, -2.84566, -4.23593], [-2.62376, 3.41830, 4.48043]]}